# 1
ORCA calculation (wB97M-V/def2-TZVPD) on 20 unconnected molecules or ions with the total composition H40O20 at a distorted geometry.

Last column: Löwdin charge in e.
CARTESIAN COORDINATES (ANGSTROEM)
O1 1.234 -0.325 1.226  -0.070
H1 0.334 -0.113 1.553  -0.001
H2 1.428 -1.222 1.532  0.023
O2 4.221 1.184 0.545  -0.075
H3 3.292 0.889 0.649  0.005
H4 4.025 2.136 0.536  0.025
O3 2.118 3.287 0.629  -0.059
H5 1.906 3.555 1.529  0.031
H6 1.478 2.596 0.424  0.031
O4 -3.893 0.145 3.821  -0.054
H7 -4.186 -0.324 4.610  0.057
H8 -3.979 1.041 4.190  0.058
O5 -3.803 1.270 -3.453  -0.047
H9 -4.279 2.061 -3.662  0.018
H10 -3.965 0.575 -4.083  0.020
O6 -0.861 6.122 -1.205  -0.070
H11 -0.316 5.650 -0.553  0.027
H12 -0.408 5.841 -2.010  0.027
O7 2.641 0.747 -2.050  -0.057
H13 3.182 1.152 -1.354  0.014
H14 1.724 0.973 -1.866  0.014
O8 -1.930 -1.657 -4.794  -0.054
H15 -1.394 -1.893 -5.564  0.040
H16 -1.539 -2.238 -4.124  0.005
O9 -2.075 -3.782 -1.342  -0.073
H17 -1.550 -3.615 -2.140  -0.013
H18 -1.475 -3.983 -0.621  0.019
O10 2.505 -4.427 0.182  -0.053
H19 1.751 -5.022 0.133  0.035
H20 2.285 -3.846 0.918  0.016
O11 0.399 -0.722 -1.978  -0.049
H21 -0.489 -0.743 -1.604  0.061
H22 1.007 -1.027 -1.299  0.026
O12 -1.000 -0.071 2.768  -0.065
H23 -1.550 0.735 2.642  0.026
H24 -1.662 -0.785 2.761  0.065
O13 4.572 -1.491 -3.392  -0.061
H25 3.924 -0.796 -3.535  0.008
H26 4.133 -2.040 -2.730  0.024
O14 1.801 3.926 -2.400  -0.052
H27 2.415 3.484 -2.992  0.037
H28 1.774 3.493 -1.546  -0.020
O15 -1.060 -1.981 5.353  -0.062
H29 -0.413 -1.945 4.634  0.025
H30 -1.617 -1.297 4.930  0.010
O16 0.584 2.602 2.594  -0.036
H31 0.573 1.791 3.107  0.042
H32 0.112 3.194 3.192  0.069
O17 0.275 -3.550 -2.788  -0.050
H33 0.812 -2.753 -2.785  0.026
H34 0.527 -4.027 -3.584  0.063
O18 -2.972 2.107 2.041  -0.042
H35 -3.106 1.199 1.787  0.017
H36 -3.155 2.760 1.359  0.065
O19 -5.530 -1.544 1.673  -0.064
H37 -5.548 -0.584 1.584  0.023
H38 -5.597 -1.998 0.832  0.034
O20 3.726 -1.565 2.038  -0.054
H39 4.500 -1.114 2.399  0.051
H40 4.093 -2.039 1.279  0.045

Summary:
HOMO energy = -0.4050 hartree
Kohn-Sham gap = 10.51 eV
charge = 0

# 2
ORCA calculation (wB97M-V/def2-TZVPD) on 20 unconnected molecules or ions with the total composition H40O20 at a distorted geometry.

Last column: Löwdin charge in e.
CARTESIAN COORDINATES (ANGSTROEM)
O1 2.317 3.858 1.037  -0.099
H1 2.991 3.872 0.300  -0.014
H2 2.218 4.626 1.589  0.026
O2 -0.089 5.495 -1.024  -0.100
H3 0.805 5.917 -1.078  0.043
H4 0.029 4.511 -1.050  0.042
O3 -0.964 -2.018 3.618  -0.034
H5 -1.783 -2.020 3.105  0.059
H6 -0.598 -1.552 4.340  0.045
O4 -0.971 1.040 -0.945  -0.032
H7 -1.549 0.576 -1.526  -0.024
H8 -0.447 0.343 -0.544  0.029
O5 -2.248 -1.542 -3.449  -0.037
H9 -3.098 -1.485 -3.875  0.046
H10 -2.522 -1.351 -2.532  0.019
O6 2.263 -4.496 -1.084  -0.036
H11 2.255 -4.754 -0.168  0.016
H12 1.873 -3.624 -1.116  0.021
O7 3.829 -0.175 -1.777  -0.047
H13 3.813 0.791 -1.743  0.009
H14 3.163 -0.559 -1.211  0.003
O8 -1.697 0.649 -4.990  -0.049
H15 -2.097 0.506 -4.118  -0.012
H16 -0.822 0.986 -4.876  0.027
O9 -3.975 1.321 -2.653  -0.058
H17 -4.573 1.887 -2.062  0.108
H18 -4.322 1.687 -3.450  0.032
O10 -0.979 1.242 3.003  -0.009
H19 -0.412 0.648 2.561  -0.015
H20 -1.885 1.179 2.804  0.020
O11 -1.168 -3.693 -0.294  -0.068
H21 -1.451 -4.107 -1.129  0.060
H22 -0.301 -4.058 -0.044  0.003
O12 1.453 -2.191 2.586  -0.058
H23 0.943 -1.562 2.031  0.026
H24 0.801 -2.849 2.649  -0.059
O13 0.346 -4.523 1.806  -0.032
H25 -0.373 -3.901 2.007  0.045
H26 0.458 -5.199 2.437  0.052
O14 1.655 0.312 0.827  -0.047
H27 2.149 0.424 1.685  0.050
H28 1.885 0.978 0.178  0.036
O15 1.625 1.967 4.208  -0.118
H29 1.027 2.376 3.505  0.040
H30 2.009 1.326 3.476  0.058
O16 -2.553 -0.609 0.152  -0.064
H31 -2.264 -1.295 -0.523  0.050
H32 -2.740 0.192 -0.333  0.010
O17 -1.777 3.125 -3.725  -0.073
H33 -1.005 2.980 -4.288  0.030
H34 -1.933 2.202 -3.410  -0.009
O18 4.064 2.968 -0.442  -0.020
H35 4.857 3.063 0.073  0.077
H36 4.251 3.166 -1.369  0.085
O19 4.280 -1.552 1.446  -0.049
H37 3.732 -0.814 1.774  0.013
H38 3.690 -2.183 1.054  0.006
O20 -4.598 -1.392 2.541  -0.050
H39 -5.445 -1.059 2.316  0.011
H40 -4.143 -1.648 1.722  0.016

Summary:
HOMO energy = -0.3983 hartree
Kohn-Sham gap = 10.39 eV
charge = 0

# 3
ORCA calculation (wB97M-V/def2-TZVPD) on 20 unconnected molecules or ions with the total composition H40O20 at a distorted geometry.

Last column: Löwdin charge in e.
CARTESIAN COORDINATES (ANGSTROEM)
O1 -0.393 -4.677 -3.629  -0.073
H1 -0.900 -5.396 -3.253  0.023
H2 0.091 -4.419 -2.781  0.051
O2 1.647 2.567 2.472  -0.082
H3 0.993 1.752 2.375  0.111
H4 2.533 2.164 2.476  0.038
O3 1.016 4.788 4.013  -0.045
H5 0.957 3.827 4.140  0.020
H6 0.228 4.940 3.485  0.026
O4 -3.546 1.548 -1.634  0.051
H7 -2.720 1.217 -1.717  -0.038
H8 -4.086 1.109 -1.104  -0.061
O5 -2.222 2.673 2.186  -0.082
H9 -1.841 3.521 1.759  0.084
H10 -1.974 1.864 1.732  0.006
O6 -3.726 -0.431 0.172  -0.086
H11 -3.418 -1.282 0.409  -0.022
H12 -3.277 -0.030 0.975  0.094
O7 2.042 0.437 1.076  0.042
H13 2.970 0.599 0.755  0.052
H14 1.759 -0.233 0.568  -0.027
O8 3.479 -1.497 0.138  0.157
H15 3.809 -0.544 -0.090  0.059
H16 2.506 -1.458 -0.141  0.130
O9 5.074 0.900 -0.121  -0.094
H17 5.168 1.226 -1.066  0.079
H18 5.260 1.731 0.454  0.140
O10 -3.117 -3.475 0.655  -0.075
H19 -3.642 -3.631 1.516  0.116
H20 -2.235 -3.171 0.834  -0.027
O11 -4.993 -2.192 -0.408  -0.051
H21 -5.488 -2.096 -1.251  0.088
H22 -5.673 -2.292 0.197  0.016
O12 -1.220 -1.021 -1.217  -0.054
H23 -2.142 -0.811 -1.115  -0.015
H24 -1.124 -1.978 -1.036  0.036
O13 -1.220 -1.818 2.759  -0.078
H25 -0.591 -2.519 2.512  -0.004
H26 -1.795 -1.967 3.526  0.056
O14 0.024 -4.072 1.289  0.008
H27 -0.600 -4.447 0.658  0.053
H28 0.824 -4.479 1.259  -0.005
O15 1.488 3.052 -1.223  -0.096
H29 1.565 4.074 -1.133  0.107
H30 1.754 2.743 -0.325  0.016
O16 -3.287 -0.421 -5.199  -0.166
H31 -3.810 -0.534 -4.292  0.075
H32 -2.542 0.101 -4.644  0.087
O17 4.583 -1.198 -2.332  0.127
H33 5.392 -1.670 -1.973  0.146
H34 4.614 -0.256 -2.295  0.001
O18 1.538 -1.943 4.315  -0.121
H35 1.691 -1.695 5.332  0.117
H36 2.430 -2.301 4.152  0.023
O19 3.265 1.166 -2.317  -0.098
H37 2.769 0.297 -2.511  0.099
H38 2.743 1.478 -1.484  0.053
O20 -0.503 6.044 -1.497  -0.101
H39 -0.797 5.594 -0.622  0.077
H40 -0.812 5.546 -2.271  0.040

Summary:
⟨S²⟩ = 0.758
HOMO energy (alpha / beta) = -0.4675 / -0.4675 hartree
spin multiplicity = 2
Kohn-Sham gap (alpha / beta) = 8.58 / 2.11 eV
charge = +1

Energy above the lowest of the compared OMol25 structures with the same formula, charge and spin for every record listed, in sequence, given in kcal per mole: 83.4; 153.9; 127.8.
Energy for every record listed, in sequence, given in eV: -41599.4077; -41596.3498; -41583.7201.